A molecular structure, C43H39BrMgN13O7, computed with the ωB97M-V functional and the def2-TZVPD basis.

Results
* net charge: -1
* highest occupied orbital energy: -3.87 eV
* energy relative to the best compared isomer or geometry (same formula, charge and spin): 72.0 kJ/mol
* energy: -5674.68654 hartree

CARTESIAN COORDINATES (ANGSTROEM)
Mg -0.48 0.22 -0.02
C -0.84 -1.02 2.75
N 0.09 -0.06 2.14
C 1.45 -0.36 2.59
C -0.23 1.33 2.36
C -1.01 1.77 3.42
C -1.37 3.10 3.53
C -0.99 3.99 2.53
C -0.21 3.57 1.47
C 0.25 2.24 1.38
N 1.01 1.69 0.37
C 1.95 2.36 -0.34
C 2.33 3.71 -0.12
C 3.19 4.38 -0.97
C 3.74 3.75 -2.07
C 3.52 2.38 -2.22
C 2.71 1.67 -1.35
N 2.66 0.25 -1.39
C 3.47 -0.35 -0.34
C 2.96 -0.36 -2.66
H -0.71 -1.09 3.84
H -0.64 -2.00 2.32
H -1.86 -0.71 2.53
H 1.49 -0.37 3.68
H 2.13 0.41 2.23
H 1.77 -1.33 2.20
H -1.38 1.05 4.15
H -1.98 3.43 4.36
H -1.33 5.02 2.57
H -0.03 4.25 0.65
H 1.94 4.23 0.74
H 3.42 5.42 -0.77
H 4.37 4.28 -2.77
H 4.02 1.85 -3.02
H 4.54 -0.36 -0.61
H 3.15 -1.39 -0.17
H 3.36 0.21 0.58
H 4.04 -0.33 -2.91
H 2.39 0.12 -3.45
H 2.66 -1.41 -2.61
C -5.74 -1.60 -1.61
N -4.55 -1.60 -0.78
C -3.39 -0.96 -0.99
N -2.49 -1.39 -0.14
C -3.16 -2.30 0.60
N -4.42 -2.47 0.25
C -5.89 -2.97 -2.22
C -6.95 -3.81 -1.94
C -6.97 -5.11 -2.45
C -5.90 -5.59 -3.18
C -4.81 -4.76 -3.42
C -4.83 -3.45 -2.98
C -3.52 -5.24 -3.93
N -2.84 -4.91 -4.98
N -1.57 -5.42 -4.81
C -1.57 -6.06 -3.68
O -2.78 -6.00 -3.08
C -0.47 -6.63 -2.90
C -0.46 -7.96 -2.51
C 0.51 -8.41 -1.62
C 1.42 -7.52 -1.08
C 1.40 -6.18 -1.44
C 2.26 -5.18 -0.70
N 1.58 -4.74 0.51
C 0.59 -3.83 0.64
N 0.22 -3.77 1.91
C 1.01 -4.68 2.51
N 1.85 -5.29 1.70
C 0.47 -5.74 -2.37
H -5.56 -0.85 -2.38
H -6.61 -1.31 -1.02
H -3.23 -0.24 -1.77
H -2.71 -2.87 1.39
H -7.76 -3.46 -1.32
H -7.81 -5.75 -2.24
H -5.89 -6.62 -3.53
H -3.97 -2.82 -3.17
H -1.20 -8.65 -2.91
H 0.52 -9.45 -1.33
H 2.14 -7.87 -0.34
H 2.46 -4.31 -1.33
H 3.19 -5.62 -0.37
H 0.19 -3.23 -0.16
H 0.97 -4.90 3.56
H 0.44 -4.70 -2.67
O -3.38 0.83 1.63
C -3.03 1.55 0.69
O -2.00 1.44 -0.04
C -3.95 2.70 0.31
C -3.72 3.44 -0.84
C -4.58 4.49 -1.15
C -5.65 4.82 -0.33
C -5.86 4.06 0.80
C -5.02 3.00 1.13
N -6.97 4.40 1.67
O -7.14 3.73 2.67
O -7.69 5.33 1.36
N -4.36 5.28 -2.35
O -5.16 6.17 -2.61
O -3.39 5.01 -3.04
H -2.88 3.21 -1.48
H -6.30 5.64 -0.58
H -5.20 2.40 2.01
Br -0.50 -0.24 -2.41